24
Properties=species:S:1:pos:R:3 method="wB97M-V/def2-TZVPD" homo_energy_ev=-17.20 total_charge=+2 de_lowest_ev=0.000 energy_ev=-31080.9043
C 4.22813 0.31669 0.51199
C -1.68849 0.83114 -1.15068
C -2.63253 -0.47961 -1.02102
C -2.20183 0.43916 1.10535
C -1.04013 0.91746 0.23156
C 0.09709 -0.09643 0.21749
N -2.41991 -0.91538 0.47097
N -0.08796 -1.32510 0.10572
S 5.87373 0.52661 0.46311
S 3.48218 -0.73254 -0.51169
H 1.17895 0.12282 -0.05175
H -1.01791 0.58133 -1.94798
H -2.35547 1.56687 -1.50116
H -3.62336 -0.32099 -1.29137
H -2.23127 -1.30825 -1.66919
H -2.07921 0.43535 2.21617
H -3.07789 1.01139 0.94616
H -0.73492 1.88606 0.44537
H -3.12478 -1.49531 0.88938
H -1.35367 -1.35188 0.47976
H 6.08753 1.63904 1.25475
H 0.64252 -1.91798 -0.18922
H 3.56477 0.69407 1.29039
H 4.51443 -1.02453 -1.29412